# C42H48N8O4S4Tl

A structure of composition C42H48N8O4S4Tl at a distorted geometry (wB97M-V/def2-TZVPD, the OMol25 dataset).

Geometry as ORCA input:
```
! wB97M-V def2-TZVPD RIJCOSX def2/J DEFGRID3
* xyz 1 1
Tl -0.19 -0.21 -0.18
N -0.63 2.33 0.16
C 0.20 3.03 1.12
C 1.62 2.47 1.04
N 1.69 1.05 1.39
C 2.99 0.50 1.00
C 3.02 0.03 -0.45
N 2.06 -1.05 -0.62
C 1.37 0.80 2.80
C 0.06 0.01 2.97
N 0.07 -1.14 2.07
H -0.38 2.57 -0.80
H -1.62 2.45 0.31
H -0.21 2.88 2.12
H 0.25 4.11 0.95
H 2.28 3.07 1.67
H 1.95 2.57 0.00
H 3.20 -0.37 1.62
H 3.79 1.23 1.18
H 4.04 -0.27 -0.70
H 2.72 0.85 -1.11
H 2.33 -1.89 -0.13
H 1.87 -1.29 -1.59
H 1.29 1.73 3.36
H 2.17 0.22 3.26
H -0.79 0.62 2.69
H -0.03 -0.28 4.03
H -0.81 -1.64 2.06
H 0.82 -1.80 2.28
N -2.18 -0.05 0.51
S -3.45 -0.23 -0.24
N -3.64 0.31 -1.77
S -3.16 -0.42 -3.10
N -1.80 -0.17 -3.82
S -0.32 0.31 -3.40
N 0.10 0.75 -2.03
C -0.40 1.93 -4.24
C -1.18 2.89 -3.60
C -1.32 4.15 -4.14
C -0.70 4.45 -5.34
C 0.08 3.51 -5.98
C 0.24 2.24 -5.43
C 0.77 -0.52 -4.58
C 2.14 -0.44 -4.42
C 2.97 -1.10 -5.33
C 2.41 -1.80 -6.38
C 1.03 -1.85 -6.55
C 0.21 -1.21 -5.64
C -3.98 0.70 -4.28
C -4.05 0.30 -5.61
C -4.42 1.21 -6.58
C -4.73 2.52 -6.24
C -4.70 2.90 -4.91
C -4.32 2.00 -3.93
C -4.24 -1.85 -3.47
C -3.84 -3.16 -3.64
C -4.82 -4.12 -3.84
C -6.16 -3.78 -3.88
C -6.55 -2.46 -3.72
C -5.58 -1.49 -3.52
C -4.34 -1.79 0.02
C -5.68 -1.85 -0.28
C -6.36 -3.05 -0.08
C -5.69 -4.15 0.42
C -4.34 -4.07 0.72
C -3.66 -2.88 0.53
C -4.62 0.90 0.56
C -4.46 1.09 1.92
C -5.32 1.93 2.60
C -6.34 2.58 1.91
C -6.50 2.38 0.55
C -5.63 1.54 -0.14
H -1.66 2.61 -2.67
H -1.90 4.90 -3.63
H -0.83 5.43 -5.78
H 0.58 3.75 -6.91
H 0.88 1.52 -5.92
H 2.56 0.12 -3.59
H 4.04 -1.05 -5.21
H 3.05 -2.32 -7.08
H 0.61 -2.38 -7.38
H -0.87 -1.24 -5.72
H -3.80 -0.72 -5.87
H -4.46 0.90 -7.62
H -4.99 3.23 -7.00
H -4.96 3.92 -4.63
H -4.27 2.29 -2.89
H -2.80 -3.43 -3.56
H -4.52 -5.16 -3.96
H -6.91 -4.54 -4.02
H -7.59 -2.18 -3.74
H -5.86 -0.45 -3.40
H -6.20 -0.99 -0.67
H -7.41 -3.11 -0.32
H -6.22 -5.08 0.57
H -3.81 -4.93 1.09
H -2.60 -2.81 0.72
H -3.65 0.58 2.42
H -5.20 2.09 3.66
H -7.02 3.22 2.45
H -7.29 2.89 0.02
H -5.72 1.40 -1.20
O -2.25 -1.79 -1.84
S -0.98 -2.62 -1.76
O 0.06 -1.96 -2.57
O -0.55 -2.55 -0.35
O -1.22 -3.96 -2.21
*
```

The value obtained for the LUMO energy is -1.73 eV. As for the molar mass: 1061.549 g mol⁻¹. For the relative energy (zero: lowest compared OMol25 entry of this formula, charge and spin), the calculation gives 1.269 eV. The value obtained for the HOMO energy is -0.3980 Eh. The maximum force is 0.044 hartree/bohr. The gap between HOMO and LUMO comes out at 9.100 eV.

Mulliken population analysis, charges in e, atoms 1 to 5: 2.055, -0.204, -0.950, -1.178, 0.966


# C2H4ClN2

A structure of composition C2H4ClN2 at a distorted geometry (wB97M-V/def2-TZVPD, the OMol25 dataset).

Geometry as ORCA input:
```
! wB97M-V def2-TZVPD RIJCOSX def2/J DEFGRID3
* xyz 1 1
C -0.98 -0.40 -0.73
C 1.39 -0.08 -0.13
N 0.27 -0.53 -0.37
N 2.47 0.31 0.16
Cl -2.18 0.11 1.18
H -1.09 0.61 -1.16
H -1.47 -1.24 -0.80
H 3.34 -0.08 0.43
H -1.76 1.30 1.41
*
```

The value obtained for the LUMO energy is -5.83 eV. As for the molar mass: 91.521 g mol⁻¹. For the relative energy (zero: lowest compared OMol25 entry of this formula, charge and spin), the calculation gives 1.577 eV. The value obtained for the HOMO energy is -0.5800 Eh. The maximum force is 0.146 hartree/bohr. The gap between HOMO and LUMO comes out at 9.954 eV.

Mulliken population analysis, charges in e, atoms 1 to 5: -0.420, 0.475, -0.181, -0.260, -0.119


# C5H39NO13

A cluster of 14 separate species, C5H39NO13 in total at a distorted geometry (wB97M-V/def2-TZVPD, the OMol25 dataset).

Geometry as ORCA input:
```
! wB97M-V def2-TZVPD RIJCOSX def2/J DEFGRID3
* xyz 0 1
C 3.60 -2.19 2.36
C 2.78 -2.39 1.08
C 2.60 -1.22 0.17
C 1.02 -0.73 0.05
N 0.76 0.60 0.66
C 1.53 0.89 1.87
H 4.55 -1.74 2.11
H 3.77 -3.08 2.99
H 2.96 -1.60 3.03
H 3.19 -3.22 0.52
H 1.90 -2.91 1.56
H 3.24 -0.34 0.26
H 2.88 -1.53 -0.87
H 0.86 -0.66 -1.03
H 0.53 -1.61 0.43
H -0.21 0.64 0.89
H 1.04 0.44 2.74
H 2.53 0.45 2.00
H 1.60 1.98 2.00
H -0.87 -2.54 0.03
H -0.72 -3.58 1.20
O -0.44 -3.36 0.31
H 1.96 1.13 -3.47
H 2.12 1.36 -5.05
O 1.99 0.73 -4.34
H -1.29 -2.03 -2.78
H -0.44 -2.49 -1.56
O -0.92 -1.74 -1.94
H 0.01 0.21 -2.74
H 0.13 1.12 -4.05
O -0.47 0.75 -3.37
H -2.39 1.38 -2.81
H -2.17 0.47 -1.54
O -2.40 1.37 -1.83
H 3.91 2.90 -0.21
H 2.51 2.35 -0.76
O 3.47 2.25 -0.77
H -3.41 2.50 -0.30
H -2.89 3.73 0.55
O -3.50 2.98 0.53
H 0.10 2.47 -0.59
H -1.05 2.45 -1.61
O -0.17 2.86 -1.44
H -0.93 -1.85 3.05
H -2.38 -1.42 3.08
O -1.61 -1.51 2.44
H 2.36 3.88 -3.40
H 1.05 3.34 -2.88
O 1.71 3.19 -3.58
H -4.45 2.00 2.07
H -5.17 1.24 0.99
O -5.13 1.34 1.95
H -4.56 -0.76 3.27
H -3.60 0.24 2.75
O -3.66 -0.43 3.43
H -2.40 -3.49 0.61
H -2.48 -2.13 1.30
O -2.97 -2.69 0.62
*
```

The value obtained for the LUMO energy is 0.14 eV. As for the molar mass: 321.361 g mol⁻¹. For the relative energy (zero: lowest compared OMol25 entry of this formula, charge and spin), the calculation gives 3.629 eV. The value obtained for the HOMO energy is -0.3351 Eh. The maximum force is 0.068 hartree/bohr. The gap between HOMO and LUMO comes out at 9.259 eV.

Mulliken population analysis, charges in e, atoms 1 to 5: -1.329, -0.028, -1.203, 0.892, 0.149


# C4H9NO3

A cluster of 2 separate species, C4H9NO3 in total at a distorted geometry (wB97M-V/def2-TZVPD, the OMol25 dataset).

Geometry as ORCA input:
```
! wB97M-V def2-TZVPD RIJCOSX def2/J DEFGRID3
* xyz 0 1
C -1.30 1.35 0.14
C -1.15 -1.02 -0.84
C -0.85 -0.08 0.30
N -0.61 -0.53 1.50
H -0.51 -1.54 1.51
H -2.22 -1.23 -0.89
H -0.84 -0.57 -1.78
H -0.85 1.98 0.91
H -2.39 1.41 0.23
H -1.01 1.73 -0.84
H -0.61 -1.97 -0.70
C 1.95 0.03 0.16
O 1.95 -0.51 -1.06
O 1.99 1.36 0.08
O 2.27 -0.61 1.18
H 2.06 -1.46 -0.90
H 2.11 1.66 1.00
*
```

The value obtained for the LUMO energy is 0.55 eV. As for the molar mass: 119.120 g mol⁻¹. For the relative energy (zero: lowest compared OMol25 entry of this formula, charge and spin), the calculation gives 1.090 eV. Its SMILES is CC(C)=N.O=C(O)O. The value obtained for the HOMO energy is -0.3634 Eh. The maximum force is 0.083 hartree/bohr. The gap between HOMO and LUMO comes out at 10.439 eV.

Mulliken population analysis, charges in e, atoms 1 to 5: -1.280, -1.244, 0.941, -0.653, 0.254